Computed, not measured: an isolated molecule of C30H38N4O8, with wB97M-V/def2-TZVPD.

The strongest force on any atom is 0.57 eV/Å. The energy comes out at -1987.0470 Ha. Its SMILES is CCOC(=O)[C@@H]1CCCN([C@@H]2CC(=O)N(c3ccc(N4C(=O)C[C@H](N5CCC[C@@H](C(=O)OCC)C5)C4=O)cc3)C2=O)C1. The energy above the lowest of the compared OMol25 structures with the same formula, charge and spin is 8.3 kJ/mol.

Structure (XYZ):
```
80
Properties=species:S:1:pos:R:3:forces:R:3
O -2.8520 -0.3468 2.1729 0.025 -0.081 -0.008
O 4.9358 -3.6041 -0.3115 -0.025 -0.193 -0.021
O 3.9783 -2.4765 1.3751 -0.057 0.272 0.255
O 3.3047 2.7837 0.9991 0.029 0.055 0.070
O -5.0589 -2.0563 -2.6664 -0.031 -0.053 -0.104
O 1.8500 1.1046 -2.9772 -0.065 -0.080 -0.109
O -3.6312 3.6994 0.2491 0.018 0.124 -0.061
O -3.0248 -1.2420 -2.1593 0.306 0.084 0.149
N -5.8537 -0.0104 1.1637 -0.011 -0.004 0.170
N -2.9622 1.6626 1.0708 0.399 -0.015 -0.154
N 5.4129 1.0428 -0.4144 -0.028 0.113 -0.093
N 2.2803 1.9333 -0.8770 -0.401 0.029 0.169
C 6.4971 -1.0041 1.3071 0.134 0.076 -0.192
C -0.8552 2.8484 0.8457 -0.105 -0.153 -0.014
C 0.9588 1.8591 -0.3677 -0.369 -0.026 0.143
C 3.9807 -4.5821 2.6038 -0.042 0.329 -0.249
C -3.4860 0.5970 1.7787 -0.138 -0.101 0.378
C 0.1963 0.7214 -0.5971 0.093 0.089 0.034
C -5.1882 -2.7096 0.2333 0.192 0.092 0.112
C -4.5297 -1.4748 -0.3842 -0.146 -0.053 -0.164
C 4.6229 2.1384 -0.9594 0.254 0.023 -0.118
C 3.1949 -3.6203 1.7251 -0.180 -0.515 0.039
C -4.2626 -1.6496 -1.8614 -0.151 0.014 0.360
C 4.0937 1.8256 -2.3564 0.039 -0.006 0.049
C 5.5988 -1.3254 0.1098 -0.243 -0.111 0.223
C 7.2176 0.3120 1.0401 -0.182 0.068 0.146
C -5.4944 -2.4186 1.6996 -0.183 0.046 -0.096
C -5.1616 2.3097 1.5390 0.042 0.000 0.043
C -2.6092 -1.3083 -3.5269 -0.006 -0.134 -0.526
C -2.0894 -2.6940 -3.8786 -0.194 0.282 0.241
C 6.2098 1.4183 0.7422 0.338 -0.026 0.128
C -1.6241 1.7185 0.5993 0.420 0.025 -0.109
C 3.3608 2.3755 -0.1305 0.308 0.056 0.041
C 4.8190 -2.6040 0.3466 0.357 0.217 -0.390
C -1.0993 0.6559 -0.1234 -0.099 0.128 0.105
C -6.4057 -1.1931 1.7928 0.129 -0.252 0.179
C -3.8704 2.6946 0.8590 -0.434 0.184 0.047
C -5.4674 -0.2572 -0.2063 0.057 -0.040 -0.178
C 4.6396 -0.1542 -0.1270 0.099 -0.202 -0.091
C 0.4334 2.9234 0.3537 0.075 -0.076 -0.086
C 2.6189 1.5478 -2.1694 0.271 0.084 -0.349
C -4.9901 0.8431 1.9546 -0.369 0.165 0.007
H 7.2176 -1.8088 1.4629 -0.025 -0.040 0.060
H -1.2734 -2.9697 -3.2150 0.103 -0.043 0.019
H -6.1075 -2.9358 -0.3110 -0.015 -0.046 -0.051
H -4.9993 0.6395 -0.6197 -0.066 0.029 -0.080
H 4.1994 2.6752 -3.0327 -0.054 -0.010 0.006
H -6.0063 2.4452 0.8643 0.064 -0.005 0.013
H 5.2530 3.0315 -0.9431 -0.147 -0.067 0.035
H -6.6370 -0.9613 2.8342 -0.058 0.017 -0.034
H -1.2691 3.6728 1.4038 -0.037 0.062 0.029
H 5.5782 1.5967 1.6265 0.042 0.051 -0.027
H 4.8305 -4.9773 2.0526 0.045 -0.069 -0.009
H 5.8789 -0.9157 2.2027 0.003 -0.034 0.045
H 4.5972 0.9746 -2.8131 -0.047 0.003 0.016
H -5.3112 2.9679 2.3958 0.046 0.032 -0.010
H 3.9954 -0.3848 -0.9791 -0.029 -0.016 0.014
H -4.5627 -2.2238 2.2344 -0.010 -0.026 0.071
H -3.5774 -1.2920 0.1144 -0.090 -0.026 -0.052
H 7.8784 0.1963 0.1797 0.083 0.034 -0.014
H -3.4595 -1.0477 -4.1650 0.168 0.044 0.084
H -1.8237 -0.5555 -3.6204 -0.126 -0.049 0.010
H -6.3820 -0.4563 -0.7764 0.098 0.039 -0.092
H -5.2456 0.6842 3.0057 0.115 0.011 -0.116
H 2.8743 -4.1228 0.8068 -0.027 0.121 0.153
H -1.6979 -0.2160 -0.3293 -0.063 -0.065 -0.004
H 6.2147 -1.4704 -0.7819 -0.129 -0.061 0.068
H -2.8877 -3.4261 -3.7829 -0.030 -0.070 -0.031
H -1.7290 -2.6970 -4.9030 0.059 -0.029 -0.119
H 3.3408 -5.4071 2.9029 -0.056 -0.109 0.059
H 0.6053 -0.1017 -1.1601 0.038 -0.052 -0.047
H -4.5209 -3.5690 0.1467 -0.039 -0.041 -0.061
H 4.0058 -0.0333 0.7673 -0.022 0.029 -0.086
H -7.3478 -1.4100 1.2766 -0.042 -0.058 0.077
H 1.0318 3.8011 0.5360 0.043 0.050 0.015
H 7.8205 0.5951 1.9037 0.054 0.011 -0.005
H 6.7411 2.3438 0.5083 -0.071 0.017 0.039
H -5.9864 -3.2748 2.1620 -0.006 -0.046 0.047
H 4.3416 -4.0712 3.4932 0.011 0.007 0.109
H 2.3284 -3.2182 2.2538 0.091 -0.031 -0.105
```
Positions in Å, forces in eV/Å.